No. 1
C3H3FO3 | wB97M-V/def2-TZVPD

Results
E_tot in Ha: -441.6852
SMILES: C=C=O.O=C=O.F
Strongest force on any atom in eV/A: 3.95
Total charge: 0
Frontier orbital gap in eV: 9.45
Relative energy (zero: lowest compared OMol25 entry of this formula, charge and spin) in eV: 0.351

XYZ file:
```
10
Properties=species:S:1:pos:R:3:forces:R:3
C 4.075 -0.706 1.269 -1.831 -0.570 -0.027
H 1.833 0.906 1.255 0.078 0.571 -2.490
O 5.034 -0.180 0.927 1.102 0.357 -0.098
H 2.030 -0.377 -2.432 0.066 -0.294 0.682
C 0.189 -0.841 -1.601 0.238 -1.526 0.661
O 3.058 -1.206 1.558 0.783 0.193 0.134
C 0.997 -0.123 -2.254 1.595 2.201 -2.868
H 0.648 0.539 -3.029 -0.403 0.338 0.234
O -0.377 -1.617 -0.980 -1.538 -0.765 1.160
F 1.902 1.143 0.309 -0.090 -0.505 2.611
```
Forces are in eV/Å.

***

No. 2
C23H45F3I2NbO8 | wB97M-V/def2-TZVPD

Results
E_tot in Ha: -2457.1473
Strongest force on any atom in eV/A: 2.46
Total charge: -1
Frontier orbital gap in eV: 7.25

XYZ file:
```
82
Properties=species:S:1:pos:R:3:forces:R:3
H -1.902 0.436 3.904 -0.076 -0.024 -0.249
H -2.153 -6.309 -5.704 0.001 -0.013 -0.085
F -1.890 3.781 4.665 0.000 0.020 -0.197
H -1.940 -1.763 -4.290 -0.019 0.004 -0.011
C -3.480 3.890 0.746 0.634 0.260 0.505
O -1.053 3.470 -1.391 0.536 0.221 0.735
H 6.999 -4.626 4.087 0.000 -0.002 -0.017
H -2.461 -1.006 1.791 -0.139 -0.001 0.082
C 5.564 -3.024 4.051 0.066 -0.044 -0.063
H -2.278 0.577 -0.346 0.005 0.061 0.091
C -2.525 -4.292 -6.220 0.145 0.047 -0.010
H -4.287 0.826 3.463 0.029 0.051 0.057
H 1.501 0.708 1.761 -0.091 -0.069 0.055
H 1.364 -1.319 3.629 0.075 0.036 -0.110
H -3.953 -1.631 -0.799 0.133 -0.050 0.076
F -2.766 5.152 3.234 0.171 -0.131 0.123
C -4.207 1.885 3.194 0.343 -0.083 -0.174
H 6.559 -4.034 5.693 0.031 0.015 -0.015
Nb -2.428 2.268 1.886 -1.371 -1.518 -1.365
C -1.602 -5.373 -5.702 -0.119 -0.027 0.151
C 4.516 -1.710 5.821 0.060 -0.101 -0.048
C 6.176 -4.251 4.696 -0.060 0.011 0.080
C 0.512 3.056 -4.139 -0.199 0.182 0.035
H 2.069 -0.054 4.621 -0.012 -0.052 -0.123
H 0.091 1.006 -6.783 -0.022 0.000 0.008
H 6.295 -2.226 3.917 0.001 0.007 0.017
C -3.243 -0.758 1.065 0.177 -0.091 -0.207
C -3.018 0.632 0.464 -0.325 0.085 0.096
H 5.178 -3.270 3.064 -0.011 -0.005 -0.006
H 0.347 -3.392 -5.524 -0.005 -0.018 0.046
C -0.967 3.105 -4.459 -0.019 -0.197 -0.115
F -0.653 4.663 3.110 -0.177 -0.162 0.018
C -0.089 -2.479 -5.115 -0.107 -0.134 -0.086
O 1.912 -0.079 -4.902 0.188 -0.079 -0.159
H -1.195 2.694 -5.444 0.060 0.047 -0.025
I -1.378 -2.278 -0.833 0.148 0.022 -0.054
O -3.353 -4.522 -7.060 -0.089 -0.080 -0.106
H 5.852 -0.434 6.846 -0.047 -0.015 0.068
H -3.510 3.493 -0.279 0.122 -0.162 0.120
O 1.010 1.711 -4.047 0.114 0.094 0.147
H -0.251 1.594 0.273 -0.321 -0.019 0.157
H -0.036 -1.713 -5.886 0.025 0.037 0.017
C -3.292 -1.881 0.034 -0.342 0.008 0.039
O 3.507 -1.241 6.259 -0.040 0.038 0.246
H 6.709 -1.543 5.770 0.003 -0.055 0.012
O -2.384 -3.032 -5.782 -0.052 0.005 0.064
H -1.212 -5.195 -4.705 0.049 0.027 -0.018
O 4.423 -2.547 4.764 0.009 0.005 -0.039
H -1.522 2.537 -3.715 -0.003 0.054 0.063
C 1.382 0.982 -5.101 -0.260 -0.042 0.047
C 1.103 0.649 2.781 0.359 -0.036 -0.227
C -1.522 -2.689 -4.680 0.093 0.038 0.029
H -3.018 4.878 0.711 -0.132 0.013 0.029
C -0.446 2.571 0.737 0.990 0.279 -0.074
H 1.107 3.640 -4.844 0.039 -0.087 -0.033
H 5.425 -5.036 4.788 0.003 -0.017 -0.019
C 5.866 -1.445 6.448 0.027 0.136 -0.134
I 0.839 5.321 -0.051 -0.041 0.060 0.005
H -4.215 -0.782 1.575 0.159 0.027 0.106
C -1.892 4.080 3.305 -0.039 0.382 0.279
H 0.338 2.780 1.461 -0.089 0.138 -0.053
H 0.959 2.535 -6.592 -0.058 -0.010 0.020
H -4.510 3.982 1.110 0.157 0.034 0.085
C 1.908 -0.373 3.590 -0.168 0.092 0.070
H -3.956 0.966 -0.009 0.064 -0.034 -0.034
C -0.467 3.527 -0.344 -0.718 -0.455 -0.801
H 1.814 1.096 -7.170 -0.029 -0.078 -0.005
H -3.593 -2.837 0.463 0.017 0.075 -0.006
C -1.189 1.092 3.385 0.114 1.330 0.914
H -0.712 1.690 4.170 0.148 -0.220 -0.050
H 1.207 1.652 3.208 -0.115 -0.056 0.026
C 1.042 1.456 -6.495 0.226 0.131 -0.027
H 2.879 -0.557 3.120 -0.054 0.038 0.133
H 0.519 -2.153 -4.273 0.005 0.053 0.002
O -0.260 0.278 2.683 -0.263 0.006 -0.159
H -1.612 -3.428 -3.884 -0.018 0.013 -0.019
H -4.170 2.482 4.110 -0.029 -0.046 -0.028
H -0.764 -5.463 -6.394 0.017 0.007 -0.009
H -1.315 4.138 -4.428 0.002 0.017 0.055
H 0.676 3.467 -3.147 0.027 0.005 -0.010
H 5.999 -2.140 7.276 0.003 -0.016 0.009
H -5.111 2.153 2.631 0.083 0.018 0.049
```
Forces are in eV/Å.

***

No. 3
C23H49N4OOsP3 | wB97M-V/def2-TZVPD

Results
E_tot in Ha: -2313.1286
Strongest force on any atom in eV/A: 4.03
Multiplicity: 5
<S²>: 6.040
Total charge: +4
Frontier orbital gap (alpha / beta) in eV: 7.17 / 2.71
Relative energy (zero: lowest compared OMol25 entry of this formula, charge and spin) in eV: 0.000

XYZ file:
```
81
Properties=species:S:1:pos:R:3:forces:R:3
H -2.102 3.285 -5.241 -0.022 -0.227 -0.125
P -0.968 -1.828 -0.863 -1.132 -2.462 -0.430
C -1.507 -3.058 0.401 0.156 0.245 0.496
H 1.063 0.271 -3.260 -0.419 -0.154 -0.248
H -3.483 0.063 0.314 0.161 0.036 0.189
C -0.061 -0.937 -4.665 0.663 0.697 0.342
H 0.420 -3.794 -1.313 -0.108 0.296 -0.250
H -1.755 1.296 -7.589 0.277 0.314 0.183
C -3.360 1.039 3.524 -0.055 -0.173 -0.121
C 2.333 0.352 2.285 -0.268 0.361 -0.147
H -0.687 2.807 -7.257 -0.302 -0.213 0.032
C 1.081 3.112 -2.090 -0.611 -0.266 -0.050
H -0.380 2.061 2.399 -0.290 -0.222 -0.102
H -0.913 0.411 2.895 -0.064 0.208 -0.121
C 0.165 -2.879 -1.869 0.319 0.115 -0.045
H 3.697 2.478 -1.178 -0.304 -0.094 0.117
C -2.406 -0.399 -4.878 -0.988 1.534 -0.192
H 0.082 3.568 -2.036 0.258 -0.074 -0.033
C -2.692 3.230 2.808 0.029 0.142 0.028
H 2.949 1.041 1.701 -0.175 -0.212 0.301
N -2.220 1.960 3.385 0.274 -0.341 -0.816
C -1.533 2.172 -6.965 2.181 -0.896 -3.268
P 1.220 -0.682 1.242 2.816 -1.342 1.705
C 1.414 3.340 0.708 -0.204 -0.308 0.188
C -2.482 -1.866 -1.901 -0.191 0.716 -0.312
H -0.458 -1.912 2.602 0.184 -0.053 0.049
H 1.747 0.926 3.013 0.131 -0.115 -0.098
C -1.313 -1.185 -5.239 0.678 -0.623 -0.328
C -3.004 0.220 1.291 -1.232 -0.099 0.840
H 2.012 -2.609 -0.087 0.113 0.189 0.213
H -1.829 3.895 2.680 -0.219 0.021 0.107
C -1.084 0.672 -3.170 0.175 0.672 1.757
H 3.605 1.181 0.019 -0.112 0.097 -0.217
C -2.328 2.480 -5.946 -2.738 0.567 2.877
H 3.002 -0.322 2.839 -0.252 0.071 -0.192
H 0.655 -0.383 -1.386 0.452 0.327 0.196
C -2.384 2.421 0.567 -0.741 0.969 0.478
P 1.349 2.051 -0.613 2.098 1.747 -0.198
C 3.123 1.594 -0.868 -0.184 -0.230 -0.146
H 2.916 -1.133 -0.481 -0.052 -0.107 0.188
H -4.097 1.485 4.203 0.183 -0.196 -0.135
N -1.814 1.119 1.102 0.460 -0.130 -0.694
H -5.184 2.533 2.386 0.174 -0.179 -0.267
H 3.210 0.846 -1.667 -0.056 0.181 0.088
Os -0.223 0.314 -0.212 -1.415 0.926 -0.264
H -3.047 -2.788 -1.716 0.264 0.244 -0.031
H 1.148 2.521 -3.010 0.065 0.205 0.156
H 1.058 -2.827 2.422 -0.055 0.210 -0.065
H -2.909 2.200 -0.370 0.223 -0.008 0.142
N -3.340 3.023 1.498 0.656 -0.720 -0.220
O -1.181 1.147 -1.952 0.073 -0.735 -1.733
H -3.015 1.382 -3.751 -0.197 -0.727 0.315
H 1.092 -2.354 -2.129 -0.213 -0.213 0.051
C 2.470 -1.708 0.337 -0.332 0.155 -0.168
H 1.831 3.916 -2.123 -0.142 -0.373 0.151
H -4.952 1.918 0.716 -0.026 0.113 0.186
N -3.994 0.796 2.212 0.729 0.084 -0.446
H -3.294 1.957 -5.828 0.378 0.705 -0.333
H -2.661 -0.740 1.702 -0.059 0.318 -0.081
H -0.642 -3.607 0.791 -0.250 0.152 -0.003
C -2.252 0.630 -3.964 -0.910 0.397 -0.274
H -2.213 -1.829 -2.963 -0.074 -0.137 0.426
H 3.262 -2.002 1.033 -0.216 0.049 -0.029
H -3.136 -1.010 -1.698 0.010 -0.202 0.012
H -1.568 3.133 0.380 -0.124 -0.255 0.072
H -2.193 -3.768 -0.083 0.351 0.181 0.071
H 0.824 -1.496 -4.963 -0.257 0.101 -0.153
C 0.083 0.056 -3.699 0.651 -1.168 -0.048
H -3.016 0.078 3.928 -0.060 0.238 0.071
H 1.884 2.953 1.621 -0.166 0.168 -0.288
H -0.341 -3.160 -2.802 0.096 -0.046 0.336
C -4.465 2.093 1.682 -0.079 -0.188 -0.095
H -3.416 3.681 3.497 0.233 -0.007 -0.188
H -1.416 -1.937 -6.014 -0.022 -0.066 0.137
H -2.049 -2.588 1.231 0.128 -0.247 -0.218
C -1.239 1.376 2.482 -0.126 0.424 1.068
C 0.631 -1.828 2.568 -0.561 0.095 -0.002
H -3.386 -0.533 -5.339 0.274 -0.109 -0.040
H 0.398 3.677 0.944 0.238 0.033 -0.010
H 1.986 4.208 0.347 -0.083 -0.342 -0.012
H 0.969 -1.447 3.542 -0.062 -0.040 -0.333
```
Forces are in eV/Å.

***

No. 4
C6H4O | wB97M-V/def2-TZVPD

Results
E_tot in Ha: -305.9730
Strongest force on any atom in eV/A: 2.16
Total charge: 0
Frontier orbital gap in eV: 8.90
Relative energy (zero: lowest compared OMol25 entry of this formula, charge and spin) in eV: 6.491

XYZ file:
```
11
Properties=species:S:1:pos:R:3:forces:R:3
C 0.860 1.608 -0.898 -1.190 0.486 0.425
H -1.334 -3.667 1.712 0.042 0.126 -0.063
C -1.489 1.707 0.271 0.757 -0.718 -0.113
C -0.634 0.753 0.138 1.501 1.210 -0.969
H 0.619 2.589 -0.560 0.093 0.842 -0.513
C -0.017 -0.546 0.197 0.832 -0.431 -0.314
C -0.984 -2.754 1.283 0.092 0.465 -0.162
C -0.594 -1.721 0.806 -0.555 -0.389 0.392
H 1.923 1.339 -0.718 -1.346 -0.211 0.656
O 1.084 -0.641 -0.322 -0.044 -1.621 0.342
H 0.567 1.333 -1.910 -0.181 0.241 0.320
```
Forces are in eV/Å.

***

No. 5
C4H14NO | wB97M-V/def2-TZVPD

Results
E_tot in Ha: -290.5452
Strongest force on any atom in eV/A: 1.82
Total charge: +1
Frontier orbital gap in eV: 12.42
Relative energy (zero: lowest compared OMol25 entry of this formula, charge and spin) in eV: 0.816

XYZ file:
```
20
Properties=species:S:1:pos:R:3:forces:R:3
H 3.244 0.629 0.945 0.250 -0.068 -0.657
H -2.255 -0.782 -0.842 -0.651 0.020 0.457
H 1.579 -0.555 -2.131 -0.070 0.791 -0.286
H -2.440 -1.251 0.922 -0.109 0.216 -0.072
H -1.277 -2.001 -0.148 0.081 -0.256 0.183
H 2.938 -0.693 1.450 -0.033 -0.944 0.410
H 0.157 -0.389 0.882 -0.267 0.146 0.776
H -1.971 1.731 0.278 -0.369 -0.195 0.254
H -0.697 0.382 -1.849 -0.202 0.907 0.065
H -1.833 1.192 1.961 0.198 -0.269 0.118
C -1.763 -1.055 0.097 0.971 0.136 -0.750
H 0.598 -1.404 -1.194 0.219 -0.199 0.296
O 3.112 -0.277 0.608 -0.235 1.085 0.391
C -0.707 0.040 0.368 -0.321 -0.270 -0.970
H 1.756 -0.396 -0.467 0.267 -0.435 -0.304
C -0.043 0.512 -0.992 -0.239 -1.407 1.133
H 0.340 1.485 -0.709 0.404 0.204 -1.145
N 1.071 -0.502 -1.252 -0.354 0.007 0.725
H -0.510 2.048 1.047 -0.108 -0.079 0.758
C -1.300 1.287 1.024 0.569 0.610 -1.383
```
Forces are in eV/Å.

***

No. 6
C4H3ClFNO | wB97M-V/def2-TZVPD

Results
E_tot in Ha: -844.2543
SMILES: Cc1oc(Cl)nc1F
Strongest force on any atom in eV/A: 2.22
Total charge: 0
Frontier orbital gap in eV: 9.81
Relative energy (zero: lowest compared OMol25 entry of this formula, charge and spin) in eV: 0.144

XYZ file:
```
11
Properties=species:S:1:pos:R:3:forces:R:3
H 1.113 1.962 -0.689 -0.557 1.408 -0.894
Cl -3.443 -0.387 -0.041 -0.897 -0.434 0.172
C 1.231 1.199 0.014 0.447 -1.948 0.664
C 0.185 -1.260 -0.044 0.423 1.046 -0.171
F 1.266 -2.065 -0.042 -1.048 0.476 -0.021
H 2.239 0.815 -0.182 -0.308 -0.284 0.150
N -1.107 -1.747 0.041 0.668 0.151 0.021
C -1.796 -0.661 0.053 0.240 0.003 -0.390
H 1.221 1.554 1.042 -0.036 0.358 -0.031
C 0.195 0.121 -0.123 1.378 -1.638 0.582
O -1.104 0.469 -0.028 -0.311 0.863 -0.081
```
Forces are in eV/Å.